# C53H55BaIN10O5S2

A molecular structure, C53H55BaIN10O5S2 (the ωB97M-V functional and the def2-TZVPD basis, the OMol25 dataset).

Output
- orbital gap (eV) = 5.247
- relative energy (zero: lowest compared OMol25 entry of this formula, charge and spin) (kcal/mol) = 59.49
- LUMO energy (eV) = 3.58

The geometry in ORCA input format:
```
! RIJCOSX wB97M-V def2-TZVPD def2/J DEFGRID3
* xyz -2 1
Ba 0.286 0.301 1.111
I -3.851 -3.063 -0.344
S -1.198 2.736 2.813
S 2.781 -0.379 2.334
O 3.508 -1.466 2.921
O -6.309 -2.434 4.112
O 5.714 -3.821 -3.442
O -1.052 -2.224 1.627
O 2.383 -0.575 0.927
N 3.726 -4.242 -4.430
N 2.351 -0.801 -2.148
N -0.048 -0.039 4.814
N -2.611 2.073 0.248
N -2.365 -4.443 4.130
N 2.262 0.040 5.338
N -0.043 1.859 -4.389
N 1.460 0.025 3.084
N 6.266 4.447 2.037
N -4.283 -0.338 1.595
C -7.898 -0.931 1.258
C 4.922 -1.064 -3.155
C 3.839 1.038 2.280
C -3.237 1.634 -0.807
C -3.473 -3.771 4.505
C -2.576 3.421 0.510
C -0.335 -0.053 6.106
C 2.816 -1.981 -2.563
C 1.244 -4.589 -4.454
C 4.266 -5.517 -4.898
C 4.294 1.651 3.448
C 1.941 0.012 6.634
C -0.612 2.970 -5.120
C -2.616 6.153 1.129
C 1.227 1.416 -4.917
C 2.200 4.731 -1.857
C -3.818 3.853 -1.519
C -3.200 5.742 -0.038
C -0.152 1.905 -2.924
C 5.075 2.789 3.362
C 2.263 4.505 -0.487
C -5.457 -1.020 1.263
C -6.787 -2.553 -0.098
C -1.573 -3.910 3.210
C -7.967 -1.978 0.345
C 4.971 2.702 0.963
C 2.441 -3.821 -5.003
C 1.247 -0.001 4.465
C -1.833 -2.658 2.562
C 0.870 2.456 -0.690
C -3.191 4.361 -0.354
C -3.022 -1.999 2.964
C 1.608 3.392 0.059
C 5.424 3.324 2.119
C -1.996 5.227 1.999
C 4.178 1.570 1.043
C 4.065 -2.152 -3.142
C -0.310 -4.627 2.829
C -3.853 2.512 -1.745
C -3.265 -0.711 2.254
C -5.055 -1.859 4.525
C -3.841 -2.556 3.962
C 4.475 0.156 -2.681
C -3.321 0.138 -1.004
C 0.779 2.770 -2.078
C -6.672 -0.464 1.699
C 4.565 -3.464 -3.673
C 1.432 3.869 -2.647
C 3.166 0.258 -2.225
C 0.640 -0.041 7.093
C 4.116 -6.632 -3.871
C -5.551 -2.095 0.359
C -1.939 3.866 1.727
H -2.631 7.206 1.396
H -1.392 -0.077 6.360
H -8.807 -0.467 1.626
H -2.518 -0.353 -0.467
H 5.406 3.287 4.270
H -4.080 -4.227 5.286
H 1.346 4.082 -3.710
H -1.166 2.236 -2.712
H -0.075 0.882 -2.551
H -0.913 2.635 -6.122
H 6.227 5.047 2.845
H 5.214 3.123 -0.009
H -3.267 -0.128 -2.065
H 3.754 -5.776 -5.825
H -5.055 -1.961 5.607
H -6.346 -2.400 3.150
H -1.540 5.568 2.920
H 1.231 -5.622 -4.817
H 0.398 -0.063 8.145
H -4.287 4.548 -2.210
H -4.272 -0.236 -0.611
H 2.153 -2.830 -2.413
H 6.160 4.968 1.184
H 2.309 -2.760 -4.834
H -6.614 0.364 2.396
H -2.427 -0.013 2.265
H -5.023 -0.794 4.286
H 2.712 5.574 -2.309
H 4.007 1.241 4.406
H -4.347 2.101 -2.620
H 1.682 3.276 1.154
H 5.122 1.027 -2.673
H 0.315 -4.103 -4.769
H 5.926 -1.193 -3.541
H -3.686 6.442 -0.712
H 2.735 1.214 -1.919
H -0.287 -4.823 1.750
H 3.071 -6.763 -3.580
H -6.814 -3.374 -0.806
H -8.923 -2.345 -0.014
H 2.041 2.150 -4.808
H 0.067 3.825 -5.261
H 3.790 1.111 0.144
H 5.320 -5.375 -5.111
H 2.494 -3.969 -6.083
H 4.486 -7.577 -4.282
H -0.245 -5.566 3.378
H 4.697 -6.390 -2.979
H 0.566 -4.006 3.050
H 1.260 -4.610 -3.361
H 1.118 1.192 -5.985
H -1.502 3.333 -4.599
H 1.529 0.500 -4.403
H 2.776 0.048 7.327
H 2.810 5.193 0.158
*
```